[1]
Density functional theory data (the ωB97M-V functional and the def2-TZVPD basis) for a 7-piece molecular cluster, C30H48F15NO11 overall at a distorted geometry.

The geometry in XYZ format:
```
105
Properties=species:S:1:pos:R:3:forces:R:3
H 79.983000 74.531000 78.575000 -0.923 -0.085 0.492
C 78.883000 76.803000 80.213000 -1.373 -1.601 0.495
F 83.229000 72.181000 79.113000 -1.344 -1.184 0.649
O 83.393000 75.377000 81.892000 0.783 1.291 -1.458
F 76.031000 82.992000 75.998000 -0.754 1.341 -0.940
C 75.666000 77.957000 77.857000 0.686 3.275 -5.874
F 72.072000 72.871000 82.724000 -0.673 2.376 -1.078
H 76.940000 76.422000 82.912000 -1.651 -0.052 -0.004
H 75.947000 77.349000 76.922000 -0.859 0.137 2.076
O 80.532000 72.000000 80.810000 1.217 -1.161 -1.652
H 79.118000 77.842000 80.693000 -0.055 -1.358 -0.733
F 85.101000 73.663000 82.539000 -0.948 -1.379 0.845
H 77.735000 78.535000 77.958000 2.142 -0.620 -0.508
F 78.162000 82.670000 75.466000 -1.266 0.041 1.261
H 77.427000 73.926000 83.488000 0.077 0.422 0.108
C 76.816000 78.999000 78.025000 -3.983 1.837 2.836
F 70.722000 74.660000 82.941000 1.836 -0.746 -1.758
O 80.554000 72.703000 78.649000 2.069 -3.358 1.737
F 80.225000 83.641000 85.468000 -0.513 0.510 -0.434
C 74.837000 74.715000 78.678000 4.791 -7.381 7.757
C 78.481000 73.294000 77.661000 2.457 -3.002 0.989
H 84.159000 77.032000 80.029000 -2.498 0.302 -0.612
H 78.013000 80.039000 82.516000 1.352 1.213 -1.490
H 81.626000 76.503000 81.785000 2.406 0.646 -0.268
O 73.631000 75.265000 82.790000 -0.824 0.180 -1.251
H 74.658000 78.452000 77.751000 1.158 -0.180 -0.478
H 79.160000 74.547000 87.188000 -0.559 -1.731 2.162
H 80.948000 81.010000 82.415000 -1.404 -0.842 1.556
H 77.297000 74.606000 86.053000 0.975 2.196 -0.894
H 78.245000 75.014000 82.539000 0.146 1.778 -6.118
O 82.446000 75.243000 83.924000 1.136 -0.007 -0.762
C 76.394000 77.693000 84.456000 -2.839 0.167 2.824
H 74.899000 76.217000 80.491000 -1.100 -1.632 -1.090
C 79.501000 73.728000 83.744000 3.693 5.624 3.526
H 78.878000 76.837000 79.099000 0.892 0.632 0.247
F 83.122000 72.601000 82.617000 0.654 -0.523 0.170
H 76.720000 79.450000 79.130000 0.361 -0.635 -2.512
H 80.062000 76.320000 83.937000 1.987 -1.072 0.681
O 79.740000 81.561000 83.988000 0.901 0.591 2.542
H 80.437000 73.009000 85.594000 0.265 -0.527 -0.484
F 78.488000 82.922000 86.654000 0.097 0.398 -1.188
H 74.543000 73.676000 78.342000 1.228 0.530 1.156
H 78.996000 73.706000 79.807000 0.052 -0.581 0.176
C 82.256000 71.234000 79.425000 5.678 -2.645 -1.603
C 79.664000 82.648000 86.083000 1.446 -2.012 4.061
C 82.798000 76.702000 81.613000 -3.900 -1.169 1.094
H 79.288000 77.644000 84.840000 -0.800 -1.027 -1.525
C 82.985000 77.132000 80.160000 2.585 -3.613 0.827
F 76.741000 81.286000 74.677000 -0.556 1.449 2.249
F 71.075000 73.709000 80.944000 -0.018 0.559 0.911
C 74.815000 77.987000 84.101000 2.391 2.714 4.272
O 77.622000 76.262000 80.533000 0.856 0.803 0.675
C 71.661000 74.091000 82.083000 -1.206 -2.052 1.734
H 76.983000 78.480000 84.003000 0.404 -0.116 0.253
O 77.597000 81.785000 78.183000 -3.734 -1.943 -6.041
C 74.546000 75.140000 80.197000 5.052 -0.093 0.363
C 78.146000 75.370000 85.768000 -0.743 1.944 0.133
H 79.380000 80.134000 81.186000 -0.961 -0.517 -0.215
C 78.330000 74.559000 83.389000 -1.621 -2.284 4.041
H 80.222000 75.395000 86.436000 -0.195 -0.958 -1.778
C 78.916000 80.626000 82.048000 -0.570 -3.415 0.683
H 80.530000 79.602000 83.434000 -1.426 0.506 0.034
H 78.254000 72.151000 77.753000 0.054 2.110 -0.567
C 83.210000 74.853000 83.052000 -2.329 0.344 2.118
H 75.666000 77.726000 78.797000 -0.096 -3.853 5.136
C 79.431000 73.595000 78.821000 1.302 1.330 -1.400
F 80.484000 82.363000 87.225000 -0.705 0.484 -1.649
F 82.200000 70.400000 78.325000 -0.146 0.903 1.686
H 75.716000 75.100000 78.402000 3.332 1.096 -1.152
C 76.682000 76.331000 84.004000 3.186 -0.321 -4.725
H 78.673000 81.607000 81.670000 -0.034 0.442 0.661
O 73.286000 74.782000 80.599000 -2.610 0.406 -0.616
H 83.094000 77.404000 82.427000 0.213 -0.459 -0.878
C 79.671000 81.307000 85.322000 -1.109 -2.028 -2.703
H 74.229000 77.387000 84.836000 -0.009 0.208 -1.453
H 82.693000 78.115000 80.171000 -0.569 2.512 -0.493
C 76.967000 82.119000 75.815000 1.321 -2.266 -2.570
C 79.174000 76.848000 84.025000 -1.105 -1.144 2.689
H 80.509000 74.413000 83.628000 -2.410 -1.323 0.105
H 74.139000 75.131000 78.364000 -10.742 7.519 -6.506
O 79.520000 80.176000 85.740000 0.521 1.977 0.500
H 77.665000 73.883000 77.874000 -2.200 1.205 -0.264
H 78.239000 76.405000 86.288000 -1.425 -1.793 -0.552
C 76.984000 81.331000 77.107000 4.549 -3.026 6.829
C 79.378000 74.675000 86.184000 0.510 1.087 -1.338
H 75.955000 75.559000 84.112000 -0.475 -0.434 0.561
H 79.041000 77.033000 83.034000 -0.894 2.095 -2.832
H 74.785000 77.905000 83.076000 -1.067 -0.815 -2.178
F 84.130000 73.188000 84.551000 -0.404 0.383 -3.229
H 79.827000 72.959000 83.179000 -0.125 -2.915 -2.007
C 79.502000 73.458000 85.277000 -0.005 -2.757 0.320
H 78.697000 72.588000 85.449000 1.304 2.149 0.202
H 79.686000 76.003000 80.509000 -0.319 1.442 -0.263
N 78.096000 75.763000 84.253000 0.116 0.188 5.040
C 72.955000 74.901000 81.848000 0.717 -0.862 1.917
H 76.451000 77.595000 85.594000 0.147 1.227 -1.235
C 83.900000 73.506000 83.176000 1.539 0.942 1.721
H 74.610000 79.139000 84.358000 0.459 -2.518 -0.484
H 79.051000 73.538000 76.745000 -0.854 -0.291 0.246
C 80.054000 80.535000 83.048000 2.360 2.599 -2.442
C 81.034000 71.889000 79.697000 -6.423 5.786 1.556
H 75.182000 74.567000 80.883000 0.480 0.079 -0.261
F 82.733000 70.514000 80.508000 -1.011 1.113 -1.922
O 76.560000 79.977000 77.021000 1.118 4.392 -1.359
H 82.320000 76.516000 79.460000 1.361 0.826 0.924
```
Positions in Å, forces in eV/Å.

The calculation puts the energy at -3551.838137 hartree. The maximum force comes out at 14.64 eV Å⁻¹. Its LUMO energy is 0.0061 hartree. As for the HOMO energy: -6.90 eV. Its spin multiplicity is 1.



[2]
Density functional theory data (the ωB97M-V functional and the def2-TZVPD basis) for C8H22Br3CaN2O2 as an isolated structure at a distorted geometry.

The geometry in XYZ format:
```
38
Properties=species:S:1:pos:R:3:forces:R:3
H 1.400933 0.665897 -2.127960 -0.115 -0.252 0.317
H 0.341369 1.093551 -3.454761 0.063 -0.107 -0.090
H 0.443043 -1.837324 3.221322 0.135 0.317 0.468
O -0.595028 0.129194 -1.920628 -0.455 0.571 -0.206
C 1.537703 -1.827478 3.106484 -1.657 0.218 -0.645
Br -1.176353 -3.197084 -0.993088 0.178 0.145 0.086
C 0.402050 1.024983 -2.361821 0.665 0.219 -0.861
H -1.977798 1.642787 -1.930533 -0.309 -0.104 0.144
N 1.370633 -0.989257 0.746838 1.189 -0.637 0.669
H -3.663011 0.543099 -0.496153 0.137 -0.013 0.390
H -4.586196 1.242368 -2.542160 0.332 0.180 -0.069
H -2.758876 -1.223602 -2.686288 0.207 -0.452 0.914
H 2.889853 2.243627 2.512440 -0.398 -0.057 -0.463
H 2.002079 -1.586256 4.058493 0.077 -0.603 0.145
H 3.902328 -1.176218 1.709554 -0.056 -0.289 0.466
H 1.224330 0.156222 2.410510 0.518 0.258 0.394
Br -2.387385 -1.248000 2.825030 0.255 0.110 -0.245
C -1.850158 0.653918 -2.390560 0.770 0.181 -0.512
C -4.244361 0.259686 -2.861366 0.601 -1.001 -1.020
N -3.239208 -0.361875 -0.692582 0.182 -0.191 -0.795
Ca -0.966057 -0.580953 0.353413 -0.808 -0.289 0.601
H 3.644089 -0.177499 3.183547 0.308 0.388 -0.091
H 2.036721 -0.501193 0.148923 -0.325 0.007 -0.240
H 1.640066 -2.839072 2.702459 1.087 0.056 0.181
H -5.098544 -0.418203 -2.794488 0.130 -0.127 0.443
C 3.333404 -0.351098 2.152055 -0.520 -0.200 -1.319
H 1.500092 -1.991270 0.588895 -0.019 0.133 -0.280
C -2.977451 -0.298866 -2.155463 -1.823 1.126 0.227
H -1.753108 0.813354 -3.473093 -0.002 -0.005 0.029
C 3.713405 1.969536 1.848713 0.957 -0.091 0.628
H 4.603412 1.951474 2.503442 -0.027 0.009 -0.095
H -3.975067 -1.037094 -0.508576 0.301 -0.236 0.198
H -3.981297 0.198551 -3.927751 -0.361 0.730 -0.007
Br -0.419270 2.278780 0.777123 -0.041 -0.188 -0.036
C 1.850020 -0.700788 2.136803 -0.477 0.037 -0.377
H 0.302726 2.042948 -1.985373 -0.239 -0.118 0.429
O 3.595013 0.707481 1.221466 -0.059 0.288 0.737
H 3.915898 2.725673 1.095134 -0.402 -0.010 -0.117
```
Positions in Å, forces in eV/Å.

The calculation puts the energy at -8977.951508 hartree. The maximum force comes out at 2.15 eV Å⁻¹. Its LUMO energy is 0.1033 hartree. As for the HOMO energy: -5.01 eV. Its spin multiplicity is 1. Its net charge is -1.



[3]
Density functional theory data (the ωB97M-V functional and the def2-TZVPD basis) for C17H13Br3N4O2S2Zr as an isolated structure at a distorted geometry.

The geometry in XYZ format:
```
42
Properties=species:S:1:pos:R:3:forces:R:3
Br -5.096507 -2.803381 -1.170848 -0.064 -0.020 -0.012
H -1.061191 -3.881332 1.882655 -0.022 -0.037 0.008
S 3.358647 -5.554944 3.414047 0.032 0.027 -0.048
C 0.087101 4.210962 -0.494411 0.020 0.005 -0.045
H -0.816107 6.271614 -3.041577 0.008 0.011 0.010
C -1.092712 -2.471571 -0.274017 -0.051 -0.130 -0.016
H -0.487878 1.490598 0.476391 0.015 0.044 0.022
C -3.085464 -0.810750 -1.277976 0.003 -0.017 0.021
H 0.505699 -4.660825 1.547915 -0.007 -0.018 0.003
C -0.410779 -4.286967 1.110747 0.121 0.033 -0.191
N -1.857976 1.808818 -2.374602 0.073 0.144 0.090
H 0.699841 0.071297 -0.900819 0.053 0.107 -0.050
C -0.757581 5.357190 -2.466813 0.030 -0.002 0.050
H -0.886102 -5.064069 0.516957 -0.032 -0.031 0.061
C -0.558560 3.075454 -0.971355 0.035 -0.081 0.234
C 3.168943 0.906277 3.297240 -0.043 0.061 0.171
N -0.649451 1.777533 -0.479642 0.003 0.118 -0.123
H 3.987607 1.566569 3.549516 -0.037 -0.002 0.120
H 0.657325 4.208806 0.425137 -0.014 -0.019 0.016
C -3.352401 -2.124045 -0.948689 0.076 0.022 0.021
C -1.298124 3.068835 -2.153610 -0.158 -0.075 -0.199
C -1.473501 1.100246 -1.361641 0.025 -0.221 0.104
H -3.856382 -0.153624 -1.653243 -0.008 -0.006 -0.001
C -0.028399 5.350658 -1.265009 -0.030 0.010 -0.056
C -2.373621 -2.965106 -0.427905 0.022 0.050 0.023
Br 2.272274 1.701935 1.801032 0.079 0.171 -0.146
N 4.126806 -0.194714 -0.991851 -0.043 0.005 -0.043
H -1.959770 4.221787 -3.849074 -0.007 -0.004 0.001
C -1.397181 4.225027 -2.925715 0.012 -0.014 0.000
N 2.757810 -3.717639 1.429414 0.118 -0.052 -0.042
Br 3.955413 -0.822482 2.978709 0.189 -0.134 -0.276
O -0.024840 -3.200685 0.219726 0.040 0.026 -0.064
Zr 1.855540 -1.895095 0.961094 -1.097 -0.063 1.258
S 0.517849 -1.354228 2.725134 0.448 0.069 -0.593
C 3.031732 -4.500155 2.287300 -0.027 -0.130 0.025
H 2.448521 0.775473 4.093922 -0.034 0.022 -0.031
C -1.795866 -0.314530 -1.104555 -0.026 0.112 -0.064
H 0.456674 6.260664 -0.938402 0.004 0.003 -0.001
H -2.622576 -3.977009 -0.151184 -0.025 -0.001 -0.004
C -0.813641 -1.167907 -0.641739 0.033 0.031 -0.080
O 0.513497 -0.810447 -0.544247 0.169 -0.226 -0.038
C 3.355343 -0.718253 -0.307996 0.117 0.211 -0.116
```
Positions in Å, forces in eV/Å.

The calculation puts the energy at -9590.695871 hartree. The maximum force comes out at 1.67 eV Å⁻¹. Its LUMO energy is -0.0174 hartree. As for the HOMO energy: -8.72 eV. Its spin multiplicity is 1.